Entry from OMol25: a structure of composition C60H69IMnN4O3PTe at a distorted geometry (ωB97M-V/def2-TZVPD).

Positions of all 140 atoms, in Å:
Mn1 0.33372 0.44910 0.32990
I1 0.78463 1.88800 3.07488
C1 0.09984 3.63508 2.12944
C2 0.25082 4.79002 2.83434
C3 -0.24966 6.00495 2.30480
C4 -0.91410 6.00395 1.11878
C5 -1.09555 4.80388 0.38269
C6 -1.83778 4.81278 -0.82809
C7 -2.01918 3.65096 -1.51411
C8 -1.41697 2.45102 -1.05324
C9 -0.64809 2.35976 0.09094
C10 -0.54639 3.56788 0.85219
H1 0.73833 4.77735 3.80033
H2 -0.11767 6.92544 2.86146
H3 -1.32889 6.92573 0.71844
H4 -2.26364 5.74868 -1.18038
H5 -2.61434 3.64841 -2.42715
H6 -1.56095 1.56089 -1.66517
C11 -6.76892 4.01109 0.57204
C12 -6.01001 2.70576 0.48002
C13 -5.40442 2.35458 -0.72172
C14 -4.70988 1.15749 -0.83288
C15 -4.63290 0.29177 0.24015
C16 -5.22506 0.63616 1.45321
N1 -5.17995 -0.22024 2.56575
C17 -4.41461 -1.38795 2.67569
C18 -5.04400 -2.54498 3.15199
C19 -4.36360 -3.74644 3.25663
C20 -3.02988 -3.82165 2.87075
C21 -2.39913 -2.66868 2.42216
C22 -3.05226 -1.44204 2.33974
C23 -2.22205 -0.20581 1.98306
O1 -2.56120 0.87646 2.43011
O2 -1.22191 -0.46681 1.22007
C24 -5.90464 1.85335 1.58496
C25 -6.46317 2.22446 2.93425
H7 -6.82528 4.48294 -0.40937
H8 -6.28326 4.71672 1.25253
H9 -7.78960 3.85838 0.93156
H10 -5.46123 3.03256 -1.56685
H11 -4.21850 0.89851 -1.76390
H12 -4.09551 -0.64427 0.14514
H13 -5.98151 -0.18179 3.16852
H14 -6.09198 -2.48744 3.43122
H15 -4.88294 -4.62717 3.61765
H16 -2.48522 -4.75867 2.92605
H17 -1.34642 -2.67793 2.16546
H18 -5.70711 2.05794 3.70656
H19 -7.34645 1.62804 3.20031
H20 -6.76121 3.27044 2.97514
C26 -1.17130 -4.44641 -4.03178
N2 -1.71642 -3.53739 -3.01960
N3 -1.15993 -2.25542 -3.08413
C27 -0.74301 -1.84517 -1.81900
O3 -0.24443 -0.76547 -1.57879
C28 -1.07127 -2.96590 -0.94319
C29 -1.58664 -3.93484 -1.69898
C30 -1.95655 -5.31868 -1.29697
C31 -1.51261 -1.39743 -4.15942
C32 -2.58462 -1.70895 -4.98277
C33 -2.90944 -0.86601 -6.03868
C34 -2.17969 0.29000 -6.26889
C35 -1.12201 0.60041 -5.42672
C36 -0.77855 -0.23911 -4.37646
H21 -1.21732 -3.96626 -5.00400
H22 -1.78030 -5.34725 -4.05978
H23 -0.13323 -4.71054 -3.81054
H24 -0.95206 -2.97167 0.12714
H25 -1.94411 -5.39086 -0.21055
H26 -1.24184 -6.04422 -1.68893
H27 -2.94965 -5.58490 -1.66234
H28 -3.18331 -2.58700 -4.77844
H29 -3.75195 -1.11256 -6.67218
H30 -2.43886 0.94646 -7.08967
H31 -0.54731 1.50524 -5.58035
H32 0.03503 0.00443 -3.71414
Te1 1.78679 -2.16242 1.16410
C37 1.39875 -4.24551 1.51658
C38 1.90260 -5.17936 0.61129
C39 1.60827 -6.53487 0.74487
C40 0.80945 -6.97431 1.79027
C41 0.30348 -6.05035 2.69894
C42 0.58963 -4.69463 2.55868
C43 2.09613 -1.75888 3.20582
C44 3.37598 -1.82153 3.75022
C45 3.56683 -1.57135 5.10541
C46 2.48147 -1.25666 5.91610
C47 1.20410 -1.18727 5.37193
C48 1.01037 -1.43377 4.01546
H33 2.53454 -4.84559 -0.20549
H34 2.01679 -7.24761 0.03710
H35 0.58603 -8.02928 1.90147
H36 -0.32070 -6.38230 3.52118
H37 0.17917 -3.98873 3.27289
H38 4.21972 -2.06037 3.11562
H39 4.56570 -1.61813 5.52602
H40 2.63345 -1.05224 6.96961
H41 0.35497 -0.92509 5.99430
H42 0.01721 -1.35044 3.58586
C49 5.20355 0.61944 -3.11192
C50 3.78903 0.53909 -2.52377
C51 2.82949 1.22394 -3.50246
C52 3.34309 -0.93241 -2.43662
P1 3.49636 1.31704 -0.80399
N4 2.17682 0.84662 -0.19753
C53 3.51028 3.21375 -1.02129
C54 3.56392 3.81080 0.39903
C55 2.14600 3.63926 -1.60780
C56 4.62249 3.84105 -1.87042
C57 4.99804 0.84646 0.27973
C58 5.28862 -0.65253 0.10703
C59 6.30721 1.61277 0.04475
C60 4.56654 1.01938 1.74307
H43 5.20624 0.13396 -4.09748
H44 5.94442 0.10894 -2.50116
H45 5.53482 1.64845 -3.25500
H46 2.81064 0.65541 -4.44113
H47 3.13377 2.24105 -3.73941
H48 1.81969 1.25228 -3.09011
H49 3.06810 -1.28551 -3.44083
H50 2.46661 -1.01866 -1.79043
H51 4.12806 -1.58775 -2.05822
H52 2.84455 3.31812 1.05673
H53 3.29570 4.87143 0.34770
H54 4.55681 3.74394 0.84526
H55 1.36812 2.91845 -1.37592
H56 2.18979 3.78316 -2.68735
H57 1.83632 4.59084 -1.16351
H58 5.62358 3.60566 -1.51686
H59 4.51003 4.93165 -1.83120
H60 4.55085 3.55185 -2.91898
H61 5.78712 -0.88961 -0.83163
H62 4.37882 -1.24360 0.17833
H63 5.95764 -0.96975 0.91794
H64 6.62579 1.59874 -0.99808
H65 7.10235 1.14074 0.63749
H66 6.24028 2.65049 0.36870
H67 3.61126 0.52458 1.91791
H68 4.45163 2.05944 2.04090
H69 5.32591 0.56258 2.39336

As for the multiplicity: 6. The highest occupied orbital energy (alpha / beta) comes out at -0.114 / -0.164 Eh. As for the expectation value of S²: 8.761. The total charge is -1.

***

Entry from OMol25: a structure of composition C2H4CdO at a distorted geometry (ωB97M-V/def2-TZVPD).

Positions of all 8 atoms, in Å:
O1 1.46510 -0.22775 0.37378
Cd1 3.19045 -0.01328 -0.71563
C1 0.27355 -0.35359 0.29943
C2 -0.81829 0.10036 -0.44714
H1 -0.82851 1.19124 -0.55823
H2 -0.96563 -0.43615 -1.38743
H3 -0.73385 -0.30915 1.52343
H4 -1.58282 0.04832 0.91179

As for the multiplicity: 2. The highest occupied orbital energy (alpha / beta) comes out at -0.483 / -0.488 Eh. The energy above the lowest of the compared OMol25 structures with the same formula, charge and spin is 4.0281 eV. As for the expectation value of S²: 1.102. The total charge is +1.

***

Entry from OMol25: an isolated molecule of C3H7NO2 at a distorted geometry (ωB97M-V/def2-TZVPD).

Positions of all 13 atoms, in Å:
H1 2.17042 1.07018 0.31848
N1 2.08043 0.07527 0.11089
C1 0.83748 -0.32678 0.22174
O1 0.60676 -1.63649 -0.05305
C2 -0.27830 0.61321 0.08346
C3 -1.34277 0.39673 -0.93318
O2 -0.42977 -0.01210 1.68623
H2 1.47988 -2.03326 -0.19854
H3 -0.01627 1.64766 0.29092
H4 -2.32232 0.66427 -0.52527
H5 -1.15264 1.04999 -1.79414
H6 -1.37100 -0.63123 -1.29716
H7 -0.26190 -0.87745 2.08962

As for the multiplicity: 1. The highest occupied orbital energy comes out at -0.330 Eh. The energy above the lowest of the compared OMol25 structures with the same formula, charge and spin is 3.7198 eV. As for the SMILES: [H]/N=C(/O)[C@@H](C)O. The total charge is 0.